(1)
A molecular structure, C41H44BrFN3O5S3Y. Source: OMol25; level of theory: ωB97M-V/def2-TZVPD.

Output
Kohn-Sham gap ... 4.799 eV
Molecular weight ... 942.83 g mol⁻¹
Relative energy (zero: lowest compared OMol25 entry of this formula, charge and spin) ... 37.90 kJ/mol
E_tot ... -164255.7208 eV
Largest force on an atom ... 0.64 eV/A

Geometry as ORCA input:
```
! RIJCOSX wB97M-V def2-TZVPD def2/J DEFGRID3
* xyz -2 1
Y 0.94282 -0.98372 -0.16791
O 3.20022 -7.27304 -0.21029
C 2.56296 -6.07024 -0.15341
C 1.74867 -5.61634 -1.18081
C 1.14752 -4.37922 -1.04906
N 1.32000 -3.61125 0.03445
C 2.08930 -4.07166 0.99869
Br 2.30623 -2.97432 2.53223
C 2.74772 -5.28782 0.97568
H 2.98109 -7.69052 -1.04929
H 1.58707 -6.19838 -2.08061
H 0.50567 -3.95988 -1.82247
H 3.37704 -5.61381 1.78932
S -0.58551 -2.97031 -4.69863
C -0.80577 -1.61205 -3.72796
S -1.00345 -1.86070 -1.98972
S -0.86216 -0.01740 -4.32267
C -4.49951 1.75334 -0.50236
C -3.42207 2.26914 0.44587
C -3.84592 3.54433 1.14693
O -2.22333 2.50102 -0.28308
C -1.27198 1.45048 -0.03547
C -2.12804 0.46158 0.81717
O -3.09829 1.31755 1.42654
C -1.67484 -0.68472 1.78186
O -0.68950 -1.43864 1.18915
C -2.95999 -1.54394 1.92079
C -3.95775 -1.25963 2.84952
C -5.10959 -2.03322 2.91331
C -5.28124 -3.10164 2.04256
C -4.29224 -3.38477 1.10960
C -3.13850 -2.61329 1.04958
C -1.24243 -0.29516 3.20324
C -1.40832 0.94723 3.79842
C -1.00743 1.16426 5.11546
C -0.43934 0.14352 5.85728
C -0.27249 -1.10847 5.27030
C -0.67260 -1.32026 3.96296
C 0.11481 2.03192 0.34673
O 0.90986 0.97451 0.73598
C 0.08160 3.12654 1.42073
C 0.67594 2.88841 2.65287
C 0.71433 3.87988 3.62663
C 0.16591 5.12948 3.37695
C -0.41025 5.38428 2.13745
C -0.44369 4.39409 1.16625
C 0.77261 2.65405 -0.91073
C 2.11397 3.02751 -0.77852
C 2.83952 3.48545 -1.86416
C 2.23615 3.57446 -3.11802
C 0.90846 3.20932 -3.25740
C 0.17587 2.76181 -2.15837
H -4.72220 2.51334 -1.25302
H -5.40801 1.51885 0.05594
H -4.15950 0.85825 -1.02377
H -4.02486 4.33155 0.41276
H -3.05672 3.86187 1.82730
H -4.76483 3.36959 1.70943
H -1.10919 0.92111 -0.98455
H -2.63299 -0.11350 0.03193
H -3.83173 -0.42452 3.52815
H -5.87451 -1.79767 3.64565
H -6.18041 -3.70592 2.08801
H -4.41695 -4.20682 0.41393
H -2.36874 -2.82223 0.31634
H -1.85203 1.75610 3.23802
H -1.13366 2.15024 5.54915
H -0.12306 0.31634 6.88014
H 0.17396 -1.91998 5.83504
H -0.53885 -2.28620 3.49354
H 1.10687 1.91141 2.82729
H 1.17426 3.66758 4.58595
H 0.19461 5.90349 4.13621
H -0.82897 6.36187 1.92311
H -0.87782 4.59916 0.19624
H 2.58780 2.91332 0.18956
H 3.88305 3.75453 -1.74250
H 2.80773 3.90725 -3.97710
H 0.42992 3.23123 -4.22919
H -0.85042 2.46010 -2.31666
C 2.70657 -0.57233 -5.14238
C 3.56692 -1.01350 -3.96071
C 4.62922 0.04701 -3.64365
C 4.24371 -2.34444 -4.27741
N 2.69578 -1.28896 -2.81304
N 1.87739 -0.20521 -2.39364
H 3.27779 -0.64759 -6.07220
H 2.37531 0.46246 -5.03018
H 1.81034 -1.19397 -5.21755
H 5.24330 0.25301 -4.52575
H 5.28280 -0.29076 -2.83440
H 4.17196 0.99304 -3.34144
H 4.93003 -2.23768 -5.12202
H 3.48586 -3.09035 -4.52204
H 4.81381 -2.70129 -3.41380
H 3.25020 -1.52984 -1.99137
H 1.09297 -0.07838 -3.03980
H 2.39035 0.67422 -2.32339
F 3.07382 -1.36553 -0.02573
*
```

(2)
A single C6H6 molecule. Source: OMol25; level of theory: ωB97M-V/def2-TZVPD.

Output
Kohn-Sham gap ... 10.860 eV
Molecular weight ... 78.11 g mol⁻¹
Relative energy (zero: lowest compared OMol25 entry of this formula, charge and spin) ... 604.76 kJ/mol
E_tot ... -6312.9323 eV
Largest force on an atom ... 3.80 eV/A

Geometry as ORCA input:
```
! RIJCOSX wB97M-V def2-TZVPD def2/J DEFGRID3
* xyz 0 1
C 0.88912 1.14703 -0.71197
C 0.73536 0.87135 1.14597
C -0.02007 -0.12280 1.61195
C -0.96119 -1.23324 0.41321
C -0.87174 -1.02263 -0.89968
C 0.22789 0.36007 -1.56012
H 1.57806 2.00100 -0.70559
H 1.38031 1.68583 1.49985
H -0.33304 -0.58129 2.55848
H -1.44783 -1.90023 1.13615
H -1.25253 -1.41209 -1.85214
H 0.07565 0.20700 -2.63614
*
```

(3)
A molecular structure, C6H5IrN5Se4. Source: OMol25; level of theory: ωB97M-V/def2-TZVPD.

Output
Kohn-Sham gap (alpha / beta) ... 6.120 / 6.156 eV
Molecular weight ... 655.20 g mol⁻¹
Relative energy (zero: lowest compared OMol25 entry of this formula, charge and spin) ... 68.33 kJ/mol
E_tot ... -277970.7010 eV
Largest force on an atom ... 2.69 eV/A

Geometry as ORCA input:
```
! RIJCOSX wB97M-V def2-TZVPD def2/J DEFGRID3
* xyz 1 1
Ir -0.12620 0.07124 -0.53206
N -4.09877 1.59362 -1.11710
C -2.81120 1.82341 -1.37676
N -2.11353 0.78963 -0.95105
C -3.05284 -0.05734 -0.42851
N -4.26868 0.40889 -0.50979
C -2.63143 -1.32565 0.12286
C -3.45620 -2.20303 0.81000
N -2.98614 -3.33730 1.30899
C -1.70665 -3.62294 1.08845
C -0.88173 -2.77116 0.36756
N -1.34332 -1.60911 -0.09248
H -4.89794 2.16925 -1.33477
H -2.42716 2.70563 -1.85838
H -4.50552 -1.98021 0.95443
H -1.33491 -4.55367 1.49520
H 0.14419 -3.02591 0.14066
Se 1.81157 1.35883 -0.25146
Se 1.45489 1.69171 1.98023
Se -0.82322 1.09758 1.75542
Se -1.90663 2.96921 1.43117
*
```

(4)
A single C2H4P2 molecule. Source: OMol25; level of theory: ωB97M-V/def2-TZVPD.

Output
Kohn-Sham gap (alpha / beta) ... 7.205 / 7.604 eV
Molecular weight ... 90.00 g mol⁻¹
Relative energy (zero: lowest compared OMol25 entry of this formula, charge and spin) ... 253.23 kJ/mol
E_tot ... -20712.1759 eV
Largest force on an atom ... 5.95 eV/A

Geometry as ORCA input:
```
! RIJCOSX wB97M-V def2-TZVPD def2/J DEFGRID3
* xyz 0 1
H -3.16828 -1.52171 0.02496
P -2.58736 -0.12076 -0.07149
C -0.61033 -0.38591 -0.13548
P 0.12395 1.20556 -0.03969
C 1.84884 0.85134 -0.02237
H -0.32079 -1.33384 0.15898
H 2.69077 1.48312 0.03529
H 2.02319 -0.17781 0.04979
*
```